Entry from the OMol25 dataset: C27H26BF4N7SiW as an isolated structure (ωB97M-V/def2-TZVPD).

Geometry (Å):
1 W 0.05 -1.17 -1.37
2 C -4.06 -0.04 -2.65
3 C -2.94 -0.80 -2.37
4 N -1.89 -0.25 -1.76
5 C -1.94 1.06 -1.45
6 C -3.07 1.80 -1.76
7 N -4.13 1.25 -2.36
8 C -0.76 1.60 -0.76
9 C -0.67 2.84 -0.16
10 C 0.50 3.20 0.51
11 C 1.57 2.31 0.51
12 C 1.45 1.10 -0.14
13 N 0.28 0.74 -0.71
14 C 2.54 0.12 -0.32
15 C 3.87 0.39 -0.03
16 N 4.84 -0.46 -0.32
17 C 4.52 -1.59 -0.93
18 C 3.20 -1.88 -1.25
19 N 2.22 -1.04 -0.95
20 C 0.61 4.51 1.18
21 C 1.81 5.21 1.18
22 C 1.86 6.44 1.82
23 N 0.81 6.98 2.45
24 C -0.33 6.30 2.45
25 C -0.49 5.07 1.83
26 H -4.92 -0.49 -3.14
27 H -2.88 -1.85 -2.63
28 H -3.13 2.86 -1.55
29 H -1.50 3.53 -0.21
30 H 2.49 2.57 1.02
31 H 4.17 1.32 0.44
32 H 5.31 -2.28 -1.19
33 H 2.93 -2.80 -1.76
34 H 2.69 4.85 0.66
35 H 2.77 7.02 1.82
36 H -1.16 6.76 2.98
37 H -1.44 4.56 1.88
38 C -0.02 -3.85 -1.93
39 Si -0.22 -3.79 -0.04
40 C -1.79 -4.68 0.40
41 C 1.33 -4.49 0.71
42 N -0.43 -2.02 0.28
43 C -0.96 -1.59 1.54
44 C -1.89 -0.57 1.63
45 C -2.38 -0.16 2.86
46 C -1.92 -0.76 4.03
47 C -0.99 -1.79 3.95
48 C -0.52 -2.21 2.71
49 H 0.01 -4.94 -2.05
50 H 0.90 -3.52 -2.43
51 H -0.87 -3.53 -2.55
52 H -1.69 -5.73 0.11
53 H -2.64 -4.26 -0.15
54 H -2.01 -4.64 1.46
55 H 1.57 -5.43 0.22
56 H 1.24 -4.70 1.78
57 H 2.18 -3.82 0.58
58 H -2.30 -0.12 0.73
59 H -3.13 0.62 2.91
60 H -2.30 -0.44 4.99
61 H -0.64 -2.27 4.85
62 H 0.21 -3.00 2.68
63 F 0.08 -1.30 -3.32
64 B 0.99 0.79 -4.24
65 F 1.14 0.41 -5.48
66 F 1.96 0.59 -3.34
67 F -0.09 1.44 -3.82

## Properties
- Kohn-Sham gap (spin up / spin down): 6.2 / 6.5 eV
- LUMO (spin up / spin down): -7.69 / -7.85 eV
- 2S+1: 3
- Max |F|: 0.7 eV/A
- Total charge: +2
- ⟨S²⟩: 2.03

These are the natural (NBO) partial charges, in e, on atoms 1 to 4:
1. W 1.896
2. C 0.043
3. C 0.050
4. N -0.484

---

Entry from the OMol25 dataset: C41H47N5P2Se2Ti as an isolated structure at a distorted geometry (ωB97M-V/def2-TZVPD).

Geometry (Å):
1 Ti -0.13 0.10 0.20
2 C -2.76 -0.87 4.96
3 Se -1.90 -0.13 3.33
4 C -3.37 1.05 2.75
5 C -4.42 0.31 1.95
6 Se -3.62 -0.76 0.48
7 C -4.53 0.14 -0.99
8 H -2.14 -1.71 5.25
9 H -3.78 -1.19 4.78
10 H -2.73 -0.11 5.75
11 H -2.87 1.82 2.15
12 H -3.79 1.51 3.64
13 H -5.13 1.01 1.48
14 H -4.97 -0.38 2.59
15 H -5.60 -0.03 -0.95
16 H -4.11 -0.26 -1.90
17 H -4.32 1.21 -0.92
18 C -0.25 -3.98 1.87
19 C 1.07 -4.34 1.62
20 C 1.93 -3.46 1.00
21 C 1.49 -2.18 0.63
22 C 0.12 -1.83 0.78
23 C -0.71 -2.75 1.42
24 C 2.38 -1.11 0.21
25 C 3.77 -1.21 0.18
26 C 4.56 -0.11 -0.06
27 C 3.95 1.14 -0.32
28 C 4.68 2.31 -0.56
29 C 4.04 3.50 -0.86
30 C 2.66 3.54 -0.94
31 C 1.91 2.40 -0.69
32 C 2.53 1.19 -0.34
33 N 1.78 0.09 -0.05
34 H -0.90 -4.66 2.40
35 H 1.43 -5.31 1.93
36 H 2.96 -3.75 0.84
37 H -1.77 -2.51 1.57
38 H 4.24 -2.16 0.39
39 H 5.64 -0.18 -0.04
40 H 5.76 2.26 -0.51
41 H 4.62 4.39 -1.05
42 H 2.17 4.47 -1.20
43 H 0.82 2.42 -0.77
44 C 1.93 0.70 -3.45
45 P 0.50 -0.15 -2.61
46 C -0.69 0.19 -4.01
47 C 0.99 -1.90 -2.83
48 C 2.25 -2.28 -3.28
49 C 2.61 -3.62 -3.32
50 C 1.73 -4.59 -2.88
51 C 0.49 -4.22 -2.39
52 C 0.11 -2.89 -2.36
53 P -1.53 -2.34 -1.75
54 C -2.45 -2.64 -3.35
55 C -2.24 -3.87 -0.97
56 H 2.04 0.34 -4.48
57 H 2.85 0.55 -2.90
58 H 1.71 1.77 -3.47
59 H -0.50 -0.45 -4.86
60 H -0.54 1.23 -4.31
61 H -1.71 0.09 -3.66
62 H 2.98 -1.56 -3.60
63 H 3.59 -3.90 -3.69
64 H 2.01 -5.63 -2.92
65 H -0.17 -4.99 -2.02
66 H -2.21 -3.64 -3.72
67 H -2.20 -1.91 -4.11
68 H -3.52 -2.58 -3.14
69 H -2.50 -4.62 -1.72
70 H -3.16 -3.55 -0.46
71 H -1.56 -4.28 -0.23
72 N -1.81 4.86 -1.09
73 C -2.47 4.12 -2.05
74 N -3.32 4.79 -2.91
75 N -2.43 2.82 -2.12
76 C -1.90 1.96 -1.36
77 N -1.55 1.00 -0.77
78 H -1.71 5.85 -1.24
79 H -1.07 4.41 -0.58
80 H -3.03 5.71 -3.21
81 H -3.71 4.21 -3.63
82 C 2.73 0.83 5.12
83 C 2.27 -0.26 4.38
84 C 1.44 -0.07 3.31
85 C 1.02 1.22 2.91
86 C 0.08 1.40 1.84
87 C -0.40 2.69 1.68
88 C 0.05 3.78 2.43
89 C 1.00 3.61 3.39
90 C 1.47 2.32 3.69
91 C 2.34 2.10 4.78
92 H 3.37 0.67 5.97
93 H 2.55 -1.26 4.67
94 H 1.04 -0.92 2.77
95 H -1.19 2.89 0.95
96 H -0.36 4.77 2.24
97 H 1.37 4.45 3.97
98 H 2.64 2.95 5.38

## Properties
- Kohn-Sham gap (spin up / spin down): 4.0 / 4.2 eV
- Energy relative to the best compared isomer or geometry (same formula, charge and spin): 116.1 kJ/mol
- LUMO (spin up / spin down): -0.26 / -0.23 eV
- Max |F|: 4.0 eV/A

These are the Löwdin partial charges, in e, on atoms 1 to 4:
1. Ti 0.682
2. C -0.359
3. Se 1.028
4. C -0.517

---

Entry from the OMol25 dataset: C51H66AsN17O2PS2Ti as an isolated structure at a distorted geometry (ωB97M-V/def2-TZVPD).

Geometry (Å):
1 Ti -1.18 -0.27 0.95
2 C 1.77 -6.52 0.65
3 C 0.57 -6.01 1.35
4 N -0.26 -6.71 2.06
5 N -1.16 -5.78 2.49
6 C -0.92 -4.53 2.07
7 S -1.78 -3.13 2.42
8 N 0.20 -4.69 1.33
9 N 0.96 -3.66 0.77
10 H 1.80 -7.60 0.75
11 H 2.68 -6.09 1.08
12 H 1.75 -6.26 -0.41
13 H -1.95 -6.04 3.05
14 H 1.19 -3.89 -0.19
15 H 0.36 -2.84 0.75
16 S -1.14 -1.73 -0.98
17 C -2.92 -1.78 -1.05
18 N -3.55 -2.34 -2.08
19 N -2.75 -2.84 -3.04
20 C -3.25 -3.08 -4.32
21 C -2.40 -3.68 -5.26
22 C -2.86 -3.93 -6.54
23 C -4.15 -3.60 -6.91
24 C -4.99 -3.02 -5.97
25 C -4.56 -2.76 -4.68
26 N -3.72 -1.28 -0.10
27 N -3.17 -0.48 0.84
28 C -4.20 0.17 1.57
29 C -5.42 -0.46 1.82
30 C -6.41 0.19 2.54
31 C -6.21 1.49 3.02
32 C -5.01 2.13 2.74
33 C -4.02 1.48 2.02
34 H -1.75 -2.76 -2.91
35 H -1.39 -3.94 -4.97
36 H -2.19 -4.39 -7.26
37 H -4.50 -3.78 -7.92
38 H -6.00 -2.74 -6.25
39 H -5.19 -2.29 -3.94
40 H -5.57 -1.46 1.44
41 H -7.35 -0.31 2.73
42 H -6.99 2.00 3.57
43 H -4.86 3.15 3.06
44 H -3.12 2.00 1.75
45 C -2.96 1.08 6.55
46 N -2.64 0.68 5.19
47 C -3.46 -0.44 4.71
48 P -1.18 1.02 4.53
49 O -1.19 0.58 3.11
50 N -0.07 0.40 5.57
51 C 1.36 0.72 5.40
52 C -0.28 -0.96 6.09
53 N -0.85 2.64 4.63
54 C -1.35 3.54 3.60
55 C -0.44 3.33 5.84
56 H -4.01 1.37 6.61
57 H -2.36 1.94 6.85
58 H -2.78 0.27 7.27
59 H -4.49 -0.11 4.59
60 H -3.43 -1.28 5.42
61 H -3.10 -0.78 3.75
62 H 1.48 1.69 4.93
63 H 1.84 0.74 6.39
64 H 1.86 -0.03 4.79
65 H -1.30 -1.30 5.89
66 H -0.12 -0.97 7.17
67 H 0.41 -1.66 5.62
68 H -1.60 2.98 2.71
69 H -0.57 4.26 3.34
70 H -2.23 4.09 3.94
71 H 0.42 3.97 5.63
72 H -0.17 2.62 6.62
73 H -1.24 3.98 6.22
74 N -1.25 1.33 -0.21
75 C -2.01 1.83 -0.93
76 C -2.88 2.50 -1.75
77 C -3.49 3.70 -1.26
78 N -3.97 4.67 -0.86
79 C -3.16 2.02 -3.07
80 N -3.38 1.66 -4.14
81 N 2.63 -0.23 2.20
82 C 1.55 -0.92 2.33
83 N 1.35 -1.88 3.32
84 O 0.51 -0.74 1.54
85 H 3.30 -0.51 2.92
86 H 2.61 0.41 0.03
87 H 2.11 -2.55 3.38
88 H 0.45 -2.33 3.22
89 C 3.32 6.83 -0.25
90 C 2.73 5.49 -0.64
91 C 2.34 4.57 0.30
92 C 1.83 3.31 -0.04
93 C 1.28 2.50 1.12
94 C 1.77 2.94 -1.40
95 As 1.30 1.12 -2.06
96 N 2.30 0.07 -0.87
97 C 2.70 -1.22 -1.16
98 C 3.72 -1.83 -0.42
99 C 4.16 -3.12 -0.72
100 C 3.59 -3.84 -1.76
101 C 2.57 -3.26 -2.49
102 C 2.12 -1.97 -2.21
103 C 2.67 0.93 -3.48
104 C 4.05 1.05 -3.29
105 C 4.71 1.52 -2.01
106 C 4.91 0.71 -4.34
107 C 4.45 0.25 -5.56
108 C 5.40 -0.12 -6.67
109 C 3.08 0.13 -5.73
110 C 2.19 0.46 -4.72
111 C 0.70 0.32 -5.01
112 C 2.03 3.94 -2.37
113 C 1.73 3.75 -3.84
114 C 2.52 5.17 -1.98
115 H 3.43 6.90 0.83
116 H 2.68 7.65 -0.59
117 H 4.30 6.97 -0.71
118 H 2.40 4.83 1.36
119 H 0.31 2.92 1.38
120 H 1.93 2.56 1.99
121 H 1.11 1.46 0.89
122 H 4.18 -1.27 0.39
123 H 4.96 -3.55 -0.13
124 H 3.95 -4.84 -2.00
125 H 2.10 -3.80 -3.31
126 H 1.30 -1.56 -2.77
127 H 4.05 2.13 -1.39
128 H 5.60 2.10 -2.24
129 H 5.02 0.66 -1.41
130 H 5.99 0.82 -4.18
131 H 6.44 -0.06 -6.34
132 H 5.29 0.56 -7.52
133 H 5.21 -1.13 -7.03
134 H 2.69 -0.23 -6.68
135 H 0.54 -0.14 -5.98
136 H 0.20 1.29 -5.01
137 H 0.19 -0.28 -4.26
138 H 0.85 3.13 -4.00
139 H 2.56 3.28 -4.37
140 H 1.55 4.72 -4.30
141 H 2.74 5.91 -2.75

## Properties
- Kohn-Sham gap (spin up / spin down): 5.7 / 6.5 eV
- Energy relative to the best compared isomer or geometry (same formula, charge and spin): 0.0 kJ/mol
- LUMO (spin up / spin down): 1.98 / 1.98 eV
- 2S+1: 3
- Max |F|: 1.7 eV/A
- Total charge: -1
- ⟨S²⟩: 2.05

These are the Löwdin partial charges, in e, on atoms 1 to 4:
1. Ti 0.667
2. C -0.004
3. C -0.339
4. N 0.110

---

- Which value of max |F| does entry 2 give?
  4.0 eV/A

---

- The lowest max |F| belongs to which entry?
  C27H26BF4N7SiW